No. 1
Molecular formula: CFN
Method: DFT, the ωB97M-V functional and the def2-TZVPD basis

Atoms and positions in Å:
N: -0.795 0.863 -0.527
C: 0.046 0.035 -0.007
F: 0.749 -0.898 0.535

Atomic forces in eV per Å
N 7.39 -7.01 4.45
C -6.80 5.91 -3.85
F -0.59 1.10 -0.60

Output
HOMO   -11.9 eV
DFT total energy   -192.638780 a.u.
Lowest unoccupied orbital energy   0.0072 hartree
ΔE to the lowest compared entry with this formula, charge and spin   0.0 kcal per mole
SMILES string   N#CF
HOMO-LUMO gap   0.44623 Ha

Mulliken population analysis, charges in e, atoms 1 to 2:
1 N -0.332
2 C 0.494

No. 2
Molecular formula: C4H10N2O
Method: DFT, the ωB97M-V functional and the def2-TZVPD basis

Atoms and positions in Å:
C: 1.661 0.538 -0.207
H: 2.663 -1.074 0.883
H: -1.804 -0.230 1.332
O: 2.322 1.587 0.452
C: -3.225 -0.014 -0.390
H: 1.486 0.855 -1.200
H: -3.261 -0.982 -0.802
H: -4.190 0.059 0.096
H: 1.595 -1.537 -0.539
C: 2.380 -0.810 -0.205
H: 0.279 -0.218 1.251
N: 0.292 0.259 0.327
N: -0.881 0.411 -0.343
H: 2.825 1.298 1.127
H: -3.478 0.701 -1.233
C: -1.950 0.065 0.273
H: 3.287 -0.907 -0.824

Atoms 1-3, force components in eV/Å:
C -1.60 -0.94 0.63
H -0.40 0.24 -1.56
H -0.56 -0.12 -0.39

Output
HOMO   -8.0 eV
DFT total energy   -343.076829 a.u.
Lowest unoccupied orbital energy   0.0349 hartree
ΔE to the lowest compared entry with this formula, charge and spin   78.2 kcal per mole
SMILES string   C/C=N/N[C@H](C)O
HOMO-LUMO gap   0.32996 Ha

Mulliken population analysis, charges in e, atoms 1 to 2:
1 C -0.062
2 H 0.284

No. 3
Molecular formula: C5H8N4O3
Method: DFT, the ωB97M-V functional and the def2-TZVPD basis

Atoms and positions in Å:
C: 0.652 -0.105 -0.623
C: -2.105 1.420 0.551
H: 0.377 -2.319 -1.564
O: -3.129 1.098 1.323
H: 1.904 0.074 -2.252
N: 0.895 1.693 0.871
N: 0.394 0.936 1.853
C: 1.061 1.258 -0.282
O: -1.864 2.221 -0.289
N: 1.386 -0.651 -1.666
H: 1.512 1.976 -1.019
H: -2.940 0.382 2.105
H: -0.767 -1.437 2.391
H: 2.025 -2.770 -2.284
C: -0.484 -0.058 1.288
H: 0.345 1.467 2.694
H: 0.998 -1.779 -3.251
O: -1.340 -0.703 2.187
N: -0.070 -0.763 0.204
C: 1.149 -1.941 -2.239

Atoms 1-3, force components in eV/Å:
C 2.54 -0.34 -0.71
C 3.84 -3.84 1.78
H -0.38 -0.60 -1.01

Output
HOMO (alpha / beta)   -6.6 / -6.6 eV
DFT total energy   -639.918611 a.u.
Lowest unoccupied orbital energy (alpha / beta)   0.0210 / 0.0210 hartree
ΔE to the lowest compared entry with this formula, charge and spin   82.5 kcal per mole
HOMO-LUMO gap (alpha / beta)   0.26422 / 0.26431 Ha

Mulliken population analysis, charges in e, atoms 1 to 2:
1 C 1.039
2 C 0.595

No. 4
Molecular formula: C3H6N4S
Method: DFT, the ωB97M-V functional and the def2-TZVPD basis

Atoms and positions in Å:
C: 1.519 1.031 -0.245
N: -0.702 0.808 0.296
C: 2.183 -0.035 0.539
H: 2.329 1.524 -0.900
H: -3.000 -1.259 -0.313
S: 3.763 -0.445 -0.128
N: -2.495 -0.518 0.015
H: -1.397 1.455 0.415
C: -0.935 -0.471 -0.049
H: 1.789 -0.234 1.591
N: 0.272 1.490 -0.359
H: -2.768 0.472 -0.407
H: -0.422 -2.415 -0.100
N: -0.137 -1.403 -0.355

Atoms 1-3, force components in eV/Å:
C -0.99 1.54 -1.69
N 3.23 -0.13 -0.03
C 2.62 0.06 -0.56

Output
HOMO   -8.8 eV
DFT total energy   -734.971789 a.u.
Lowest unoccupied orbital energy   -0.0479 hartree
ΔE to the lowest compared entry with this formula, charge and spin   109.2 kcal per mole
SMILES string   [H]/N=C(\N)N/N=C\C=S
HOMO-LUMO gap   0.27604 Ha

Mulliken population analysis, charges in e, atoms 1 to 2:
1 C 0.034
2 N -0.067